71
Properties=species:S:1:pos:R:3:mulliken_charge:R:1 method="wB97M-V/def2-TZVPD" e_lumo_ev=2.3 charge=-1 de_lowest_ev=0.122 homo_energy_ev=-5.104 multiplicity=1
Mg 0.990 -0.477 0.516 1.6282
C -0.879 1.565 4.208 -1.0381
C -1.421 1.890 2.848 0.5381
N -2.620 2.415 2.730 -0.6814
C -3.092 2.692 1.488 -1.1279
C -2.333 2.570 0.354 0.9026
C -2.942 2.832 -0.999 -1.1034
O -2.768 1.747 -1.911 -0.4988
C -1.022 2.059 0.466 0.1851
C -0.175 2.066 -0.728 -0.6954
N 0.775 1.265 -1.066 -0.2358
C 1.189 1.431 -2.444 -0.2778
C 0.231 1.774 -3.410 0.7159
C 0.545 1.923 -4.749 -1.0795
C 1.841 1.698 -5.187 -0.6197
C 2.795 1.307 -4.264 -0.5670
C 2.476 1.166 -2.915 -0.1169
I 4.028 0.481 -1.719 0.1701
C -0.592 1.576 1.712 0.5561
O 0.458 0.857 1.863 -0.7685
H -1.617 1.833 4.963 0.3760
H -0.629 0.505 4.291 0.0801
H 0.051 2.111 4.388 0.2756
H -4.120 3.032 1.427 0.3112
H -4.006 3.038 -0.863 0.3651
H -2.504 3.718 -1.470 0.3737
H -2.489 0.935 -1.447 0.3345
H -0.445 2.856 -1.425 1.1398
H -0.805 1.864 -3.108 0.1533
H -0.239 2.185 -5.449 0.4342
H 2.104 1.791 -6.233 0.3683
H 3.806 1.091 -4.585 0.3719
C -1.276 -2.456 -5.158 -1.4232
C -0.624 -1.192 -4.606 -0.4026
N -1.191 -0.774 -3.339 0.2456
C -0.743 -1.150 -2.110 -0.2817
S 0.794 -1.898 -1.896 -0.3284
N -1.610 -0.813 -1.141 -1.2708
N -1.077 -1.084 0.093 0.6366
C -1.876 -1.267 1.077 0.9878
C -3.362 -1.136 0.999 -2.0773
C -1.232 -1.678 2.360 0.5784
C -1.995 -1.940 3.489 -0.7410
C -1.361 -2.367 4.647 -0.6465
C 0.012 -2.514 4.646 -0.9428
C 0.699 -2.222 3.475 0.0756
N 0.104 -1.821 2.360 0.1448
H -0.922 -2.667 -6.171 0.4403
H -1.038 -3.310 -4.521 0.2807
H -2.364 -2.350 -5.193 0.3246
H 0.436 -1.357 -4.438 0.3073
H -0.720 -0.367 -5.317 0.3188
H -2.147 -0.452 -3.338 0.2154
H -3.655 -0.936 -0.026 0.3607
H -3.863 -2.048 1.339 0.5012
H -3.695 -0.308 1.634 0.3507
H -3.066 -1.796 3.466 0.3898
H -1.940 -2.572 5.541 0.3909
H 0.552 -2.837 5.526 0.4324
H 1.779 -2.303 3.439 0.2325
Cl 3.163 2.053 1.888 -0.2044
C 3.686 0.387 2.045 0.9624
C 3.012 -0.642 1.370 -1.1501
C 3.591 -1.898 1.537 0.5916
Cl 2.879 -3.256 0.668 -0.1647
C 4.708 -2.167 2.328 -0.1181
Cl 5.340 -3.775 2.485 -0.2150
C 5.317 -1.118 3.003 0.4134
Cl 6.695 -1.411 4.011 -0.2211
C 4.808 0.172 2.855 -0.2385
Cl 5.588 1.475 3.692 -0.2252

87
Properties=species:S:1:pos:R:3:mulliken_charge:R:1 method="wB97M-V/def2-TZVPD" e_lumo_ev=-3.2 charge=-1 homo_energy_ev=-7.104 multiplicity=1
Sn -2.320 1.104 -4.552 1.1391
C 1.172 1.708 -2.422 0.4833
F 0.846 1.445 -1.139 -0.1463
F 2.519 1.591 -2.504 -0.2124
F 0.731 0.615 -3.146 -0.1800
S 0.462 3.305 -2.950 1.0471
O 1.139 3.755 -4.094 -0.6368
O -0.935 3.050 -3.123 -0.6297
N 0.573 4.091 -1.541 -0.2441
S 1.774 5.015 -1.045 0.9004
O 2.958 5.105 -1.836 -0.6427
O 1.252 6.223 -0.491 -0.6711
C 2.332 3.957 0.427 0.7635
F 3.123 4.695 1.211 -0.2627
F 1.324 3.680 1.219 -0.2566
F 2.920 2.897 -0.024 -0.1571
C -4.800 -0.896 0.524 0.6182
F -4.095 0.236 0.230 -0.2362
F -4.475 -1.388 1.710 -0.2008
F -6.059 -0.396 0.595 -0.2553
S -4.624 -2.040 -0.865 0.9092
O -5.870 -2.729 -0.829 -0.6550
O -4.267 -1.162 -1.950 -0.5347
N -3.381 -2.970 -0.543 -0.3008
S -3.448 -4.385 0.164 0.9622
O -4.595 -4.569 0.963 -0.6241
O -2.948 -5.413 -0.682 -0.6046
C -2.192 -4.160 1.510 0.5900
F -0.982 -3.688 1.220 -0.2025
F -2.783 -3.330 2.388 -0.2162
F -1.967 -5.342 2.121 -0.2463
C -2.399 -1.554 -5.789 -1.1349
C -1.396 -1.074 -4.635 -0.2446
O -1.521 1.257 -6.335 -0.6021
H -2.077 -0.923 -6.744 0.3562
H -3.360 -1.135 -5.663 0.3880
H -2.709 -2.508 -6.092 0.4217
H -0.393 -1.317 -4.866 0.4591
H -1.707 -1.409 -3.623 0.1236
F -4.856 4.678 -0.049 -0.3186
C -3.977 5.498 0.618 0.6422
C -2.722 5.648 0.110 -0.6055
C -1.885 6.579 0.652 -0.1972
C -2.349 7.304 1.769 -0.7319
C -3.571 7.074 2.330 -0.2428
C -4.476 6.185 1.755 -0.6881
H -2.381 5.130 -0.773 0.4477
H -0.867 6.721 0.315 0.4890
H -1.729 8.047 2.160 0.4546
H -3.902 7.655 3.186 0.3228
H -5.505 6.039 1.995 0.4423
F 5.278 -4.603 3.340 -0.3436
C 4.288 -3.747 3.312 0.4467
C 3.329 -3.894 2.269 -0.6253
C 2.222 -3.088 2.273 -0.3071
C 2.120 -2.210 3.394 -0.3726
C 3.073 -2.119 4.433 -0.3936
C 4.238 -2.882 4.356 -0.5059
H 3.550 -4.565 1.467 0.5068
H 1.406 -3.152 1.531 0.4891
H 1.232 -1.535 3.563 0.2899
H 2.958 -1.389 5.214 0.4102
H 4.991 -2.904 5.181 0.4003
F 2.186 0.495 1.153 -0.3931
C 2.902 0.905 2.132 0.4091
C 4.241 0.690 2.155 -0.3952
C 4.981 1.045 3.236 -0.2757
C 4.462 1.595 4.355 -0.6175
C 3.063 1.866 4.330 -0.5398
C 2.294 1.552 3.221 -0.1059
H 4.831 0.245 1.337 0.3789
H 6.057 0.795 3.254 0.3242
H 5.163 2.015 5.083 0.4096
H 2.546 2.450 5.158 0.3005
H 1.191 1.571 3.121 0.4411
F 1.608 -2.414 -1.830 -0.2918
C 1.079 -3.611 -2.046 0.2108
C -0.264 -3.661 -2.309 -0.1248
C -0.705 -4.851 -2.850 -0.4246
C 0.147 -5.991 -2.854 -0.6108
C 1.457 -5.880 -2.435 -0.3742
C 2.015 -4.645 -2.134 -0.6071
H -0.893 -2.807 -2.338 0.6231
H -1.672 -4.985 -3.323 0.3680
H -0.176 -6.947 -3.275 0.3607
H 2.109 -6.744 -2.391 0.3824
H 3.091 -4.502 -1.957 0.4788

67
Properties=species:S:1:pos:R:3:mulliken_charge:R:1 method="wB97M-V/def2-TZVPD" e_lumo_ev="-6.0 / -8.2" charge=+2 s_squared=6.10 de_lowest_ev=2.432 homo_energy_ev="-13.238 / -13.644" multiplicity=5
Pd 0.036 -0.249 -0.062 0.3033
S -1.490 1.397 -0.155 -0.3859
C -2.912 0.396 -0.060 0.7765
N -4.030 1.012 -0.323 -0.8252
N -5.176 0.301 -0.158 0.3107
C -5.970 -0.092 -1.178 0.7629
C -7.178 -0.752 -0.856 -0.5206
C -7.966 -1.230 -1.872 -0.6166
C -7.580 -1.042 -3.202 -0.4105
C -6.399 -0.360 -3.516 -0.6034
C -5.586 0.121 -2.518 -0.1971
N -2.953 -0.935 0.307 -0.3020
N -1.763 -1.425 0.628 -0.5004
C -1.696 -2.763 0.758 0.7874
C -2.519 -3.674 0.048 -0.1897
C -2.106 -4.960 -0.131 -0.9366
C -0.776 -5.438 0.297 -0.1990
C -0.099 -4.621 1.418 -0.2115
C -0.706 -3.298 1.655 -1.0103
H -5.529 0.219 0.792 0.2962
H -7.466 -0.881 0.181 0.3765
H -8.888 -1.746 -1.642 0.3978
H -8.209 -1.416 -3.999 0.4124
H -6.129 -0.198 -4.551 0.3946
H -4.686 0.679 -2.735 0.5265
H -3.453 -3.303 -0.353 0.5613
H -2.745 -5.649 -0.673 0.4497
H -0.810 -6.504 0.514 0.6146
H 0.082 -5.161 2.346 0.4649
H -0.311 -2.650 2.428 0.5952
C 5.642 -1.095 0.090 -1.0939
C 4.171 -1.129 0.412 0.5366
O 3.400 -0.248 0.090 -0.5249
N 3.742 -2.227 1.115 -0.1130
C 2.369 -2.406 1.518 -1.4824
C 1.511 -2.989 0.410 1.1038
C 1.207 -4.461 0.513 -0.2940
C 0.458 -5.111 -0.669 -0.1324
C 0.180 -4.151 -1.778 -1.0970
C 0.391 -2.852 -1.644 -0.4191
N 1.007 -2.249 -0.495 -0.4724
H 6.022 -0.105 0.330 0.3110
H 5.768 -1.253 -0.981 0.2750
H 6.223 -1.844 0.626 0.3447
H 4.408 -2.942 1.348 0.2865
H 1.957 -1.449 1.846 0.3584
H 2.375 -3.100 2.359 0.5364
H 2.057 -5.022 0.895 0.5976
H 0.916 -6.020 -1.051 0.6174
H -0.230 -4.533 -2.704 0.4329
H 0.157 -2.146 -2.427 0.5185
F 5.328 7.438 -1.382 -0.2502
C 5.547 6.302 -2.043 0.8803
F 5.623 6.579 -3.347 -0.2400
F 6.730 5.811 -1.654 -0.2283
C 4.462 5.274 -1.773 0.3111
C 3.627 5.421 -0.663 -0.6124
C 2.724 4.433 -0.368 -0.5764
C 2.648 3.275 -1.192 0.7836
C 3.482 3.170 -2.345 -0.5808
C 4.386 4.160 -2.619 -0.7421
C 1.842 2.218 -0.843 0.3509
C 1.154 1.229 -0.534 -0.4150
H 3.703 6.304 -0.045 0.4869
H 2.072 4.515 0.491 0.4938
H 3.395 2.295 -2.974 0.4810
H 5.041 4.091 -3.476 0.4464

74
Properties=species:S:1:pos:R:3:mulliken_charge:R:1 method="wB97M-V/def2-TZVPD" e_lumo_ev=-9.6 charge=+2 homo_energy_ev=-12.793 multiplicity=1
C -3.904 -2.505 -3.896 0.0256
C -3.039 -2.480 -3.047 -0.8405
C -1.968 -2.497 -2.001 0.0063
C -1.619 -3.899 -1.661 0.1362
P -2.617 -5.212 -2.535 0.4772
O -2.429 -5.097 -4.083 -0.6805
C -0.508 -4.079 -0.666 0.4896
P -0.058 -5.871 -0.207 0.1372
C -1.610 -6.462 0.724 -0.8288
O 0.190 -6.802 -1.601 -0.4839
C 0.205 -2.879 -0.027 -0.1600
C 1.354 -3.215 0.989 -1.4466
C 0.839 -3.549 2.472 -0.3913
C 1.250 -5.021 2.933 -0.3100
C 1.915 -4.983 4.395 -0.7821
S 0.639 -5.518 5.606 1.0928
O 1.243 -5.668 6.925 -0.5800
O 0.088 -6.813 5.174 -0.5892
O -0.557 -4.366 5.551 -0.4516
C -0.195 -1.446 -0.375 0.4527
C -1.312 -1.305 -1.383 0.0030
C -1.749 0.147 -1.754 0.0935
O -2.851 0.425 -2.217 -0.5592
C -0.780 1.350 -1.498 0.2255
C -1.012 2.622 -2.238 -0.9191
C -0.127 3.820 -2.000 0.0323
C -0.416 5.163 -2.756 1.0423
F -1.736 5.087 -3.279 -0.3188
F 0.451 5.259 -3.850 -0.3111
C -0.272 6.452 -1.889 -0.0350
C -1.119 6.769 -0.691 -0.4808
C -0.970 8.041 0.085 -0.5963
C 0.058 9.074 -0.289 -0.6874
C 0.922 8.753 -1.479 0.0435
C 1.973 9.857 -1.874 0.7704
F 2.861 9.453 -2.850 -0.2472
F 1.239 10.929 -2.394 -0.2292
F 2.667 10.327 -0.757 -0.2350
C 0.764 7.482 -2.256 -0.0585
C 0.993 3.639 -1.035 -0.6236
C 1.226 2.353 -0.289 -0.2877
S 2.662 2.330 0.851 1.3937
C 2.035 2.350 2.603 -0.8790
O 3.508 1.154 0.579 -0.6461
O 3.510 3.541 0.731 -0.6814
C 0.334 1.177 -0.479 0.2168
C 0.492 -0.184 0.300 0.7137
O 1.066 -0.265 1.359 -0.4382
H -4.529 -2.832 -4.777 0.2711
H -4.012 -5.020 -2.225 0.2880
H -2.317 -6.547 -2.119 0.2120
H -1.649 -5.827 1.669 0.2026
H -2.571 -6.226 0.166 0.3013
H -1.544 -7.542 1.026 0.3950
H 1.146 -7.017 -1.581 0.3523
H 1.917 -4.131 0.617 0.6385
H 2.144 -2.402 1.050 0.6316
H 1.338 -2.788 3.152 0.3750
H -0.277 -3.359 2.594 0.3260
H 2.038 -5.491 2.262 0.3645
H 0.348 -5.692 2.876 0.1228
H 2.345 -3.961 4.637 0.4023
H 2.790 -5.697 4.424 0.3402
H -1.107 -4.581 4.764 0.3735
H -1.843 2.714 -2.983 0.4464
H -1.923 6.068 -0.347 0.3715
H -1.619 8.306 0.966 0.3533
H 0.191 10.035 0.273 0.3751
H 1.442 7.308 -3.129 0.4320
H 1.686 4.505 -0.865 0.6143
H 2.282 3.315 3.124 0.3848
H 0.925 2.142 2.531 0.2894
H 2.506 1.443 3.087 0.3138
Mg -3.343 -4.158 -5.112 1.2486

The records above yield electronic energy values of -131550.0644; -145568.0643; -64949.4839; -109196.5941 eV, respectively.